1.
{"formula": "C30H38N7O8S3W", "method": "ωB97M-V/def2-TZVPD", "orbital_gap_ev": [7.57, 8.19], "e_tot_ev": -92864.7959, "de_lowest_kj_mol": 0.00, "charge": 1, "lumo_energy_ev": [-2.3534, -2.6073], "spin_multiplicity": 3, "species": ["W", "O", "C", "O", "C", "C", "C", "C", "C", "O", "C", "C", "O", "O", "H", "H", "H", "H", "H", "H", "H", "H", "O", "N", "C", "C", "C", "C", "C", "S", "H", "H", "H", "H", "C", "C", "N", "O", "H", "H", "H", "H", "H", "C", "C", "C", "N", "C", "S", "N", "C", "O", "C", "C", "C", "C", "C", "C", "H", "H", "H", "H", "H", "H", "H", "H", "H", "H", "H", "H", "H", "H", "C", "C", "C", "N", "N", "C", "N", "S", "H", "H", "H", "H", "H", "H", "H"], "positions_angstrom": [[8.264358, 4.173189, 16.261766], [6.828459, 0.588751, 14.660429], [7.590594, 1.490004, 14.929221], [7.508097, 2.258491, 15.997280], [8.858368, 1.692199, 13.969153], [10.079964, 2.028267, 14.786872], [11.328203, 1.983693, 13.936896], [11.162450, 3.278172, 13.087836], [9.788666, 3.818728, 13.382382], [9.876469, 3.602123, 14.962118], [8.655542, 2.894082, 13.002412], [7.327430, 3.671412, 13.213799], [6.434181, 3.698921, 12.375800], [7.186744, 4.248624, 14.430745], [8.959854, 0.755095, 13.420378], [10.132952, 1.596223, 15.788265], [11.317142, 1.068055, 13.339570], [12.249848, 1.936659, 14.540019], [11.208410, 3.155149, 11.976939], [11.892328, 4.040950, 13.304413], [9.756778, 4.878015, 13.080935], [8.678683, 2.558185, 11.968648], [8.548850, 6.002647, 15.574455], [9.455394, 6.901080, 16.101359], [9.416891, 8.174822, 15.600192], [10.439432, 9.049015, 15.878867], [11.339797, 8.735979, 16.885808], [11.248392, 7.513088, 17.525615], [10.382645, 6.546037, 17.059564], [10.451018, 4.965074, 17.615328], [8.627835, 8.437493, 14.911185], [10.639411, 9.930695, 15.280292], [11.984762, 9.483655, 17.276697], [11.873157, 7.235732, 18.364606], [4.303103, 3.998374, 17.929308], [5.247839, 4.168541, 16.783311], [4.848331, 3.736936, 15.591993], [6.356467, 4.734903, 17.004986], [4.066479, 5.014120, 18.334839], [4.767861, 3.376385, 18.718625], [3.350939, 3.520162, 17.617933], [3.934332, 3.259505, 15.533368], [5.421052, 3.980118, 14.784233], [4.227984, 8.541021, 23.918832], [5.637187, 8.099941, 23.533737], [6.098510, 8.872160, 22.335130], [5.352573, 8.610225, 21.116186], [5.807921, 8.118721, 19.961830], [7.357621, 7.438173, 19.700455], [4.882468, 8.140525, 18.943497], [3.492254, 8.623060, 18.792749], [2.666761, 7.999465, 18.146573], [3.218698, 9.949230, 19.391157], [4.245830, 10.947229, 19.518833], [3.810080, 12.249420, 19.668334], [2.470408, 12.603213, 19.816431], [1.505058, 11.628590, 19.894975], [1.839928, 10.306769, 19.575604], [4.018397, 8.234854, 24.975509], [3.437044, 8.119851, 23.284551], [4.075179, 9.611743, 23.880494], [5.618696, 7.016473, 23.388311], [6.374306, 8.352180, 24.324768], [7.134917, 8.616631, 22.025408], [6.001007, 9.938612, 22.496407], [4.344172, 8.737903, 21.165002], [5.100245, 7.509756, 18.189267], [5.298058, 10.760294, 19.277807], [4.638276, 12.947697, 19.777435], [2.151730, 13.688848, 19.842633], [0.448025, 11.848003, 20.126891], [1.102025, 9.466658, 19.566804], [10.104353, -1.448457, 19.596861], [10.453639, -0.282723, 18.731232], [9.633351, 0.981307, 18.925861], [9.421538, 1.765663, 17.932288], [8.612116, 2.851505, 18.178892], [8.230001, 2.864868, 19.434800], [7.495665, 3.868260, 19.975154], [8.782845, 1.528489, 20.420288], [10.863362, -2.229468, 19.472965], [9.141917, -1.905596, 19.295848], [10.004805, -1.257986, 20.671870], [10.447961, -0.556400, 17.633241], [11.491888, 0.039305, 18.903155], [7.457841, 4.764033, 19.516894], [7.120056, 3.820628, 20.908317]], "atomic_forces_ev_per_a": [[0.209, -2.786, -0.444], [0.041, 0.549, 0.334], [0.885, -0.526, -0.639], [0.106, 0.032, -0.377], [-1.730, -0.035, 1.205], [0.014, 1.627, 0.190], [0.220, 0.164, -0.071], [0.094, -0.499, -1.718], [1.231, -0.067, 1.676], [-0.202, -1.508, -1.700], [-0.605, 0.781, 0.317], [-0.991, -0.419, 0.307], [1.434, 0.135, 1.273], [0.683, 0.103, -0.907], [0.024, 0.106, 0.100], [-0.098, 0.235, -0.213], [-0.031, 0.163, -0.078], [-0.379, 0.381, -0.263], [0.186, -0.359, 0.775], [0.313, 0.118, 0.363], [-0.588, -0.367, 0.694], [0.136, 0.221, -0.076], [0.994, 2.258, 0.688], [0.124, 0.635, 0.062], [0.643, -0.514, -0.449], [0.033, -0.039, -0.318], [-0.598, -1.005, 0.952], [0.615, 1.147, -0.168], [-1.272, -0.113, -1.106], [-1.548, -0.994, -0.289], [-0.056, -0.474, -0.065], [-0.749, 0.141, 0.229], [0.771, 0.408, -0.030], [0.071, 0.135, -0.114], [-0.676, 0.134, 0.489], [-0.806, -0.612, -0.534], [-0.684, 0.263, 1.082], [0.486, -0.248, 0.154], [0.225, -0.835, -0.190], [-0.139, 0.464, -0.383], [0.612, 0.331, 0.193], [1.091, 0.588, -0.196], [0.006, -0.348, -0.118], [-0.507, -0.541, 1.333], [-0.237, 0.451, 0.491], [1.368, -0.605, -1.614], [-0.779, -0.464, -0.120], [-0.006, -0.186, 0.322], [-0.817, 0.500, 0.096], [-1.460, -0.376, -1.149], [0.483, -0.436, 0.453], [1.634, 0.420, 0.741], [-0.598, 1.230, -0.243], [-1.803, -0.966, -0.973], [1.083, 0.238, 0.626], [-0.056, 1.661, 0.139], [-1.072, -1.158, -0.453], [1.276, -0.936, 0.712], [-0.046, 0.165, -0.914], [0.267, -0.185, 0.094], [0.261, 0.409, 0.023], [0.376, 0.114, -0.149], [-0.573, -0.313, -0.202], [-0.433, 0.357, 0.589], [0.236, 0.305, 0.361], [0.388, 0.229, 0.001], [0.261, -0.151, -0.098], [-0.481, -0.158, 0.379], [-0.567, 0.476, -0.332], [0.618, -1.415, 0.266], [0.743, 0.097, -0.295], [0.604, 1.061, -0.172], [-0.765, -1.356, 0.209], [0.668, 1.120, -0.746], [-0.720, -0.009, -0.428], [0.158, -0.148, -0.067], [0.227, -0.245, 0.499], [-0.637, 0.959, 0.684], [0.120, -0.552, -0.172], [0.488, -0.045, -1.540], [-0.146, 0.149, 0.106], [0.399, 0.267, 0.045], [0.252, 0.314, -0.199], [-0.341, 0.375, 1.206], [-0.103, -0.207, 0.152], [-0.119, 0.250, -0.182], [0.262, -0.068, -0.115]]}

---

2.
{"formula": "C30H39AlGeN2OPSe", "method": "ωB97M-V/def2-TZVPD", "orbital_gap_ev": 8.06, "e_tot_ev": -174495.4899, "charge": 3, "lumo_energy_ev": -9.0908, "species": ["Al", "C", "C", "C", "C", "C", "O", "C", "N", "C", "C", "C", "C", "C", "C", "P", "C", "C", "C", "C", "C", "C", "C", "C", "C", "C", "C", "C", "H", "H", "H", "H", "H", "H", "H", "H", "H", "H", "H", "H", "H", "H", "H", "H", "H", "H", "H", "H", "H", "H", "H", "H", "N", "C", "H", "C", "Ge", "C", "C", "C", "Se", "C", "H", "H", "H", "H", "H", "H", "H", "H", "H", "H", "H", "H", "H", "H"], "positions_angstrom": [[-0.496243, 0.071115, -0.802329], [0.623658, -3.079941, -2.689403], [0.890923, -1.695460, -3.281436], [1.454307, -1.768263, -4.698115], [1.799233, -0.830940, -2.401987], [3.162942, -1.444408, -2.072760], [3.126866, -1.630031, -0.624128], [2.045647, -1.105176, -0.127282], [1.224615, -0.601059, -1.026182], [1.950919, -1.100675, 1.342252], [3.161583, -1.295108, 2.014038], [3.215983, -1.314579, 3.397438], [2.054746, -1.151319, 4.130976], [0.842275, -0.966389, 3.477599], [0.767612, -0.929891, 2.092610], [-0.900150, -0.763776, 1.392367], [-1.817441, 0.480424, 2.313136], [-1.945979, 1.771441, 1.789604], [-2.614908, 2.762017, 2.489209], [-3.175286, 2.458271, 3.724385], [-3.081504, 1.170976, 4.241751], [-2.410644, 0.181705, 3.541568], [-1.735795, -2.332472, 1.614843], [-1.031725, -3.491163, 1.941192], [-1.731343, -4.668799, 2.167345], [-3.115410, -4.690980, 2.055512], [-3.815586, -3.538673, 1.707119], [-3.130438, -2.357349, 1.480664], [-0.027818, -3.651379, -3.351164], [0.145136, -3.038682, -1.707535], [1.545098, -3.656830, -2.582608], [-0.064530, -1.155530, -3.332404], [2.408117, -2.304247, -4.711246], [1.623807, -0.774593, -5.123410], [0.774265, -2.308171, -5.356247], [1.929434, 0.137225, -2.885722], [4.002541, -0.795254, -2.296264], [3.332283, -2.414683, -2.524863], [4.069780, -1.422139, 1.443174], [4.164804, -1.463182, 3.896288], [2.083611, -1.171243, 5.212939], [-0.057856, -0.847452, 4.067385], [-1.522418, 2.011702, 0.822523], [-2.712860, 3.761313, 2.082979], [-3.700178, 3.225688, 4.279966], [-3.541395, 0.936453, 5.193885], [-2.369920, -0.824650, 3.942895], [0.048303, -3.481238, 2.033934], [-1.193547, -5.567839, 2.440611], [-3.655970, -5.610054, 2.248890], [-4.895645, -3.560821, 1.630610], [-3.678909, -1.451452, 1.243483], [-2.846976, -1.870980, -2.018777], [-2.029859, -1.169782, -1.642707], [-3.573508, -2.486599, -2.363941], [1.153891, 5.783521, -0.259491], [1.068597, 3.923100, -0.758401], [2.364587, 3.391317, -2.105386], [1.159418, 2.682260, 0.762512], [-0.793326, 3.658855, -1.468240], [-1.376183, 1.928824, -2.146169], [-0.500994, 1.897029, -3.884831], [2.105221, 5.993558, 0.229611], [0.343139, 6.048476, 0.418317], [1.084907, 6.399419, -1.156163], [3.361044, 3.673619, -1.759716], [2.189349, 3.904152, -3.052949], [2.363586, 2.312143, -2.269033], [2.195042, 2.474295, 1.041471], [0.705438, 1.722200, 0.515685], [0.635450, 3.076839, 1.634802], [-1.006170, 4.326412, -2.305803], [-1.509081, 3.901253, -0.682134], [0.558472, 2.098115, -3.777311], [-0.991454, 2.683895, -4.452772], [-0.685573, 0.935648, -4.356675]], "atomic_forces_ev_per_a": [[-0.214, -0.504, 0.011], [0.069, 0.049, -0.090], [-0.013, -0.078, 0.199], [0.121, -0.001, -0.006], [0.038, -0.101, 0.198], [-0.034, 0.070, 0.104], [0.024, 0.003, -0.125], [0.103, 0.090, 0.047], [-0.286, -0.054, -0.570], [0.014, -0.102, -0.093], [0.014, 0.016, -0.090], [0.019, -0.005, 0.065], [0.043, -0.009, 0.060], [-0.061, 0.062, 0.013], [-0.003, -0.046, -0.092], [0.051, 0.718, 0.433], [-0.110, 0.150, -0.073], [-0.078, -0.159, 0.089], [-0.020, -0.095, 0.076], [-0.003, 0.018, 0.021], [-0.036, 0.038, 0.055], [0.004, -0.075, -0.005], [-0.062, -0.018, -0.292], [0.006, -0.036, -0.049], [0.009, -0.032, -0.015], [0.006, -0.033, 0.012], [-0.001, 0.011, -0.029], [0.034, -0.035, 0.034], [0.011, 0.014, 0.014], [0.003, 0.010, 0.061], [-0.048, 0.004, -0.024], [-0.143, 0.056, -0.097], [-0.067, 0.031, -0.024], [-0.019, -0.076, 0.033], [0.018, 0.014, 0.022], [-0.009, 0.084, 0.039], [0.063, 0.069, 0.051], [0.004, -0.103, 0.037], [0.005, -0.013, 0.029], [-0.025, 0.013, -0.018], [-0.006, 0.000, -0.024], [0.045, 0.004, -0.003], [0.073, 0.052, -0.109], [0.011, -0.054, -0.011], [0.011, -0.044, -0.021], [0.028, 0.012, -0.047], [-0.004, 0.024, 0.004], [-0.050, 0.010, 0.043], [-0.027, 0.032, -0.011], [0.034, 0.051, -0.015], [0.042, -0.001, 0.014], [-0.001, -0.013, 0.038], [-0.393, -0.233, -0.203], [0.596, 0.096, 0.084], [0.045, 0.056, 0.055], [0.021, 0.019, -0.038], [-0.082, -0.197, 0.042], [0.034, 0.085, -0.056], [0.238, 0.330, 0.074], [0.166, 0.148, 0.039], [-0.148, 0.087, 0.235], [0.116, -0.027, -0.021], [-0.030, 0.017, 0.000], [0.026, 0.019, 0.000], [0.001, 0.053, 0.049], [-0.028, -0.038, -0.031], [0.030, -0.045, 0.030], [0.011, -0.029, -0.022], [-0.053, 0.039, -0.024], [-0.074, -0.302, -0.004], [0.033, -0.061, -0.043], [-0.018, -0.003, -0.002], [-0.093, -0.034, -0.032], [0.047, 0.012, 0.001], [-0.002, 0.005, -0.022], [-0.027, -0.012, 0.023]]}